The following is a DFT calculation (the ωB97M-V functional and the def2-TZVPD basis) of one molecule with the formula C4H6N2O.

Cartesian coordinates (Å):
N (1.430, -1.189, -0.203)
C (0.213, -0.442, 0.093)
C (-1.137, -0.599, -0.345)
C (-1.730, 0.607, -0.108)
N (-0.778, 1.493, 0.398)
C (0.471, 0.888, 0.471)
O (1.578, 1.406, 0.752)
H (1.900, -0.872, -1.061)
H (1.297, -2.198, -0.261)
H (2.086, -0.960, 0.555)
H (-1.642, -1.500, -0.670)
H (-2.771, 0.890, -0.175)
H (-0.915, 2.478, 0.552)

The relative energy (zero: lowest compared OMol25 entry of this formula, charge and spin) comes out at 2.052 eV. Its spin multiplicity is 1. For the LUMO energy, the calculation gives 0.0054 hartree. The HOMO energy is -6.5 eV. The net charge is 0. The total energy is -340.71951 a.u. Its frontier orbital gap is 0.2443 Eh.

=====

The following is a DFT calculation (the ωB97M-V functional and the def2-TZVPD basis) of one molecule with the formula C4H6N2O in a non-equilibrium geometry.

Cartesian coordinates (Å):
C (1.465, 0.388, -0.288)
C (-1.814, -3.234, 0.644)
C (1.735, 1.524, -1.473)
C (-0.124, -1.467, 0.651)
N (-1.015, -2.327, 0.431)
N (0.402, -0.559, -0.340)
O (2.240, 0.392, 0.631)
H (-2.734, -3.017, 1.187)
H (-1.744, -4.294, 0.183)
H (2.640, 2.002, -1.075)
H (1.829, 1.084, -2.426)
H (0.865, 2.148, -1.237)
H (0.026, -0.686, -1.326)

The relative energy (zero: lowest compared OMol25 entry of this formula, charge and spin) comes out at 3.821 eV. Its spin multiplicity is 1. For the LUMO energy, the calculation gives 0.0148 hartree. The HOMO energy is -8.3 eV. The net charge is 0. The total energy is -340.65447 a.u. Its frontier orbital gap is 0.3194 Eh.

=====

The following is a DFT calculation (the ωB97M-V functional and the def2-TZVPD basis) of one molecule with the formula C4H6N2O in a non-equilibrium geometry.

Cartesian coordinates (Å):
C (1.218, 1.182, -0.351)
N (0.422, 0.204, 0.302)
C (-0.938, 0.549, 0.654)
N (-1.780, -0.634, 0.466)
C (-1.115, -1.656, 0.056)
C (0.283, -1.426, -0.313)
O (1.185, -1.968, -0.830)
H (2.209, 0.599, -0.532)
H (0.984, 1.493, -1.388)
H (1.284, 2.108, 0.299)
H (-1.088, 1.292, -0.005)
H (-0.992, 0.954, 1.614)
H (-1.672, -2.698, 0.029)

The relative energy (zero: lowest compared OMol25 entry of this formula, charge and spin) comes out at 3.020 eV. Its spin multiplicity is 1. For the LUMO energy, the calculation gives -0.0083 hartree. The HOMO energy is -8.9 eV. The net charge is 0. The total energy is -340.68393 a.u. Its frontier orbital gap is 0.3177 Eh.

=====

The following is a DFT calculation (the ωB97M-V functional and the def2-TZVPD basis) of one molecule with the formula C4H6N2O in a non-equilibrium geometry.

Cartesian coordinates (Å):
C (-0.770, -1.306, -1.795)
O (-1.235, -0.752, -0.572)
C (-0.349, -0.036, 0.137)
C (-0.646, 0.670, 1.288)
N (0.604, 1.085, 1.734)
C (1.511, 0.717, 0.819)
N (0.973, 0.032, -0.173)
H (-0.465, -0.510, -2.478)
H (-1.616, -1.858, -2.210)
H (0.076, -1.986, -1.644)
H (-1.392, 1.437, 1.364)
H (0.779, 1.441, 2.661)
H (2.530, 1.067, 0.871)

The relative energy (zero: lowest compared OMol25 entry of this formula, charge and spin) comes out at 1.635 eV. Its spin multiplicity is 1. For the LUMO energy, the calculation gives 0.0360 hartree. The HOMO energy is -8.1 eV. The net charge is 0. The total energy is -340.73481 a.u. Its frontier orbital gap is 0.3336 Eh.